1) A 10-piece molecular cluster, C20H62N18O12 overall, computed with the ωB97M-V functional and the def2-TZVPD basis.

Last column: Löwdin charge in e.
Geometry (Å):
C1 -4.020 -5.843 3.331  -0.0679
O1 -3.553 -6.117 1.992  -0.2103
C2 -4.169 -5.567 0.877  -0.2545
C3 -3.292 -5.844 -0.327  -0.2368
N1 -2.109 -5.083 -0.270  -0.0424
C4 -1.195 -5.490 -1.359  -0.1846
C5 -0.008 -4.563 -1.429  -0.2074
O2 0.755 -4.808 -0.236  -0.1902
C6 1.620 -3.826 0.211  -0.1300
H1 -3.909 -6.720 3.988  0.0858
H2 -5.122 -5.691 3.241  0.0895
H3 -3.536 -4.940 3.677  0.0770
H4 -4.303 -4.494 1.059  0.1210
H5 -5.151 -5.968 0.749  0.1081
H6 -3.894 -5.499 -1.161  0.1246
H7 -3.150 -6.952 -0.320  0.1370
H8 -1.556 -5.231 0.540  0.1012
H9 -1.712 -5.510 -2.313  0.1227
H10 -0.722 -6.414 -1.076  0.1175
H11 -0.296 -3.514 -1.461  0.0900
H12 0.595 -4.817 -2.326  0.1305
H13 2.492 -3.699 -0.485  0.1004
H14 1.992 -4.036 1.185  0.0716
H15 1.134 -2.836 0.305  0.0797
C7 -0.749 3.910 2.623  -0.0552
O3 0.231 3.415 1.674  -0.2713
C8 1.579 3.870 1.829  -0.2184
C9 2.523 2.935 1.165  -0.2210
N2 2.512 1.593 1.736  -0.0423
C10 3.007 1.389 3.105  -0.2025
C11 4.155 2.157 3.615  -0.2593
O4 5.375 1.944 2.921  -0.2055
C12 6.333 2.729 3.598  -0.1095
H16 -0.621 3.377 3.590  0.0802
H17 -1.757 3.859 2.271  0.0732
H18 -0.596 5.020 2.742  0.1024
H19 1.745 3.877 2.922  0.1250
H20 1.805 4.862 1.392  0.1285
H21 3.444 3.527 1.340  0.1211
H22 2.321 2.864 0.063  0.1443
H23 3.018 1.127 0.989  0.0832
H24 3.175 0.296 3.209  0.1407
H25 2.144 1.596 3.757  0.1081
H26 4.270 1.801 4.656  0.1309
H27 4.069 3.300 3.757  0.1378
H28 6.496 2.251 4.574  0.0948
H29 5.887 3.705 3.657  0.0709
H30 7.308 2.774 3.038  0.1066
N3 5.674 0.578 0.054  0.1866
C13 5.383 0.547 -1.257  -0.7025
N4 6.247 -0.081 -2.055  0.1908
O5 4.461 1.208 -1.683  0.0142
H31 6.580 0.370 0.412  0.1032
H32 5.204 1.319 0.506  0.0651
H33 6.862 -0.695 -1.614  0.0857
H34 5.877 -0.433 -2.897  0.0838
N5 -4.787 3.946 -4.218  0.1210
C14 -3.869 3.389 -3.229  -0.5690
N6 -3.796 1.972 -3.153  0.1310
O6 -3.244 4.161 -2.531  -0.0047
H35 -5.475 3.292 -4.543  0.0680
H36 -5.051 4.893 -4.065  0.0737
H37 -4.349 1.381 -3.828  0.1126
H38 -3.089 1.368 -2.670  0.0535
N7 -1.767 -2.324 -4.392  0.1612
C15 -1.971 -3.418 -5.155  -0.7109
N8 -0.879 -3.809 -5.885  0.1599
O7 -3.028 -4.008 -5.209  0.0229
H39 -2.441 -2.285 -3.649  0.0961
H40 -0.803 -2.163 -4.122  0.0624
H41 0.028 -3.442 -5.638  0.0819
H42 -0.844 -4.676 -6.344  0.0820
N9 -1.766 -0.350 4.735  0.1516
C16 -0.687 0.418 4.473  -0.6969
N10 -0.019 -0.133 3.445  0.1900
O8 -0.444 1.427 5.118  0.0116
H43 -2.351 0.038 5.458  0.1060
H44 -2.175 -1.004 4.081  0.0638
H45 -0.459 -0.888 2.993  0.0608
H46 0.710 0.309 2.922  0.0590
N11 1.198 -0.362 -2.307  0.1856
C17 1.984 -1.179 -3.086  -0.6405
N12 3.293 -0.831 -3.194  0.1401
O9 1.515 -2.221 -3.604  -0.0322
H47 0.352 -0.735 -1.939  0.0697
H48 1.756 0.187 -1.682  0.0824
H49 3.541 0.174 -3.069  0.0858
H50 3.610 -1.299 -4.055  0.1193
N13 -2.368 -1.670 -0.137  0.1834
C18 -2.764 -1.396 1.163  -0.6435
N14 -3.590 -0.316 1.235  0.1677
O10 -2.430 -2.006 2.199  -0.0236
H51 -2.384 -0.922 -0.802  0.0395
H52 -1.701 -2.400 -0.244  0.0619
H53 -3.697 0.300 2.028  0.1133
H54 -3.573 0.156 0.357  0.0737
N15 -1.092 2.859 -0.980  0.2161
C19 -1.266 1.491 -0.757  -0.5194
N16 -0.696 1.014 0.446  0.1814
O11 -1.921 0.743 -1.534  -0.0778
H55 -1.285 3.209 -1.882  0.0671
H56 -0.505 3.328 -0.327  0.0593
H57 -0.423 1.682 1.177  0.0670
H58 -1.184 0.256 0.839  0.0267
N17 -1.506 6.288 -1.589  0.1599
C20 -0.251 6.437 -1.035  -0.6725
N18 0.021 7.538 -0.246  0.1598
O12 0.543 5.608 -1.356  0.0398
H59 -1.569 5.592 -2.301  0.0605
H60 -2.353 6.773 -1.444  0.0808
H61 -0.536 8.342 -0.350  0.0757
H62 0.984 7.741 -0.199  0.0833

Output
Orbital gap, eV: 8.8



2) A 10-piece molecular cluster, C20H62N18O12 overall, computed with the ωB97M-V functional and the def2-TZVPD basis.

Last column: Löwdin charge in e.
Geometry (Å):
C1 10.277 9.816 6.921  -0.1144
O1 9.780 10.657 7.938  -0.2250
C2 8.372 10.654 7.962  -0.2339
C3 7.832 11.428 9.152  -0.1974
N1 8.157 10.758 10.452  -0.0367
C4 7.809 11.704 11.496  -0.2503
C5 7.967 11.108 12.909  -0.2319
O2 9.303 11.276 13.302  -0.2515
C6 10.201 10.163 13.481  -0.0826
H1 9.923 8.763 6.861  0.0962
H2 11.386 9.744 7.025  0.0986
H3 10.093 10.241 5.926  0.0872
H4 8.043 9.623 8.095  0.1226
H5 7.961 11.016 7.026  0.1221
H6 6.746 11.402 9.053  0.1192
H7 8.194 12.459 9.053  0.1201
H8 9.184 10.705 10.570  0.1098
H9 6.716 11.870 11.389  0.1198
H10 8.353 12.673 11.452  0.1164
H11 7.721 10.021 12.843  0.1278
H12 7.241 11.560 13.669  0.1321
H13 10.201 9.479 12.638  0.0824
H14 9.934 9.673 14.419  0.0787
H15 11.242 10.563 13.628  0.0962
C7 15.203 19.541 17.892  -0.1030
O3 14.570 19.397 16.605  -0.2658
C8 14.581 20.666 15.925  -0.1984
C9 13.642 20.545 14.694  -0.1573
N2 14.447 19.798 13.628  -0.0885
C10 13.680 19.468 12.449  -0.2247
C11 14.724 19.484 11.363  -0.2524
O4 14.364 18.752 10.240  -0.1917
C12 14.881 17.440 10.368  -0.1016
H16 14.724 20.272 18.596  0.1034
H17 16.244 19.840 17.720  0.0892
H18 15.210 18.653 18.496  0.0763
H19 15.635 20.845 15.552  0.1390
H20 14.243 21.467 16.585  0.1156
H21 13.466 21.517 14.214  0.1137
H22 12.651 20.099 14.913  0.1135
H23 14.872 18.939 14.092  0.1079
H24 12.880 20.226 12.397  0.1174
H25 13.081 18.519 12.613  0.1223
H26 15.683 19.131 11.793  0.1195
H27 14.901 20.514 10.999  0.1337
H28 15.931 17.465 10.674  0.0912
H29 14.729 16.970 9.419  0.0731
H30 14.377 16.912 11.173  0.0780
N3 11.966 12.181 9.002  0.1855
C13 12.580 12.120 10.177  -0.6468
N4 13.868 12.661 10.204  0.1508
O5 12.110 11.609 11.236  -0.0484
H31 11.036 11.824 8.860  0.0713
H32 12.430 12.809 8.314  0.0956
H33 14.157 13.373 9.525  0.0883
H34 14.169 12.905 11.107  0.0716
N5 14.800 13.557 18.462  0.1690
C14 13.707 14.306 18.121  -0.6229
N6 12.895 13.831 17.043  0.1498
O6 13.494 15.349 18.693  0.0123
H35 15.124 12.760 17.987  0.0870
H36 15.341 14.059 19.131  0.0989
H37 12.106 14.419 16.813  0.0512
H38 13.328 13.599 16.183  0.0492
N7 9.625 13.199 16.100  0.1989
C15 8.679 14.106 15.777  -0.6814
N8 8.475 14.523 14.499  0.1804
O7 7.997 14.660 16.653  -0.0335
H39 9.698 12.877 17.022  0.0934
H40 10.170 12.744 15.359  0.1071
H41 7.573 15.005 14.422  0.1225
H42 8.679 13.856 13.791  0.0596
N9 11.287 14.550 12.121  0.1597
C16 11.781 15.048 13.291  -0.5944
N10 11.358 16.354 13.571  0.1661
O8 12.507 14.355 14.087  -0.0693
H43 10.525 15.082 11.696  0.0945
H44 11.226 13.524 12.028  0.0856
H45 10.616 16.901 13.013  0.0648
H46 11.538 16.788 14.445  0.0513
N11 10.039 16.523 17.377  0.1906
C17 10.816 17.532 16.930  -0.6873
N12 12.068 17.727 17.440  0.1786
O9 10.449 18.276 16.035  -0.0202
H47 9.220 16.267 16.769  0.1019
H48 10.475 15.835 17.918  0.0694
H49 12.699 18.366 16.994  0.0613
H50 12.503 17.030 18.077  0.0750
N13 11.733 16.381 9.401  0.1868
C18 12.258 16.015 8.249  -0.7222
N14 12.378 16.919 7.242  0.1485
O10 12.596 14.852 8.012  -0.0108
H51 11.874 17.359 9.653  0.1164
H52 12.139 15.681 10.027  0.0928
H53 12.884 16.570 6.415  0.1155
H54 12.538 17.932 7.247  0.1125
N15 16.647 17.385 15.403  0.1443
C19 16.318 16.491 14.342  -0.6548
N16 15.068 15.914 14.519  0.1715
O11 17.057 16.199 13.449  0.0442
H55 15.912 17.808 15.954  0.0490
H56 17.495 17.884 15.224  0.0899
H57 14.430 15.431 13.937  0.0474
H58 14.565 16.207 15.331  0.0703
N17 7.241 18.319 11.801  0.1625
C20 8.328 18.176 12.650  -0.6377
N18 8.134 18.453 13.979  0.1806
O12 9.367 17.724 12.245  0.0101
H59 7.247 17.821 10.949  0.0892
H60 6.364 18.565 12.173  0.0760
H61 7.274 18.879 14.284  0.0961
H62 8.843 18.519 14.703  0.0690

Output
Orbital gap, eV: 9.1



Preferred: 2); penalty for the next structure: 0.0210 hartree.